Entry 1:
C8H10O | wB97M-V/def2-TZVPD

Calculated values
Energy relative to the best compared isomer or geometry (same formula, charge and spin) = 221.0 kcal per mole
HOMO energy = -8.3 eV
SMILES string = C1=C[C@@H]2C[C@H]3OC[C@@H]1[C@H]23

The geometry in ORCA input format:
```
! wB97M-V def2-TZVPD RIJCOSX def2/J DEFGRID3
* xyz 0 1
C 1.821 -1.118 0.112
C 0.870 0.992 -0.307
C -0.391 2.078 -0.161
C -1.266 0.688 0.369
C -2.128 -0.377 -0.244
C -1.426 -1.600 -0.066
C 0.031 -1.227 -0.167
C 0.024 0.106 0.511
H 2.260 -1.423 1.047
H 2.523 -1.632 -0.513
H 0.751 0.704 -1.402
H -0.728 2.428 -1.183
H -0.675 2.645 0.628
H -1.663 1.236 1.483
H -3.129 -0.165 -0.405
H -1.975 -2.607 0.049
H -0.024 -1.099 -1.257
H 0.329 0.073 1.560
O 2.139 0.323 -0.036
*
```

Entry 2:
C5H8O | wB97M-V/def2-TZVPD

Calculated values
Energy relative to the best compared isomer or geometry (same formula, charge and spin) = 75.0 kcal per mole
HOMO energy = -9.6 eV
SMILES string = C[C@H]1C[C@H]2O[C@@H]12

The geometry in ORCA input format:
```
! wB97M-V def2-TZVPD RIJCOSX def2/J DEFGRID3
* xyz 0 1
C -0.600 1.550 0.142
C -0.640 0.101 -0.184
C 0.405 -0.590 -1.119
C 0.881 -1.444 0.060
O 1.359 -0.517 1.041
C -0.043 -0.746 0.963
H 0.139 1.637 1.118
H -1.492 2.053 0.539
H -0.196 2.237 -0.608
H -1.663 -0.216 -0.415
H 1.174 0.071 -1.532
H -0.074 -1.159 -1.918
H 1.300 -2.445 0.065
H -0.619 -0.554 1.999
*
```

Entry 3:
C34H42BrN7O7PRe | wB97M-V/def2-TZVPD

Calculated values
Expectation value of S² = 0.764
HOMO energy (spin up / spin down) = -10.3 / -10.2 eV

The geometry in ORCA input format:
```
! wB97M-V def2-TZVPD RIJCOSX def2/J DEFGRID3
* xyz 1 2
Re -1.173 0.028 0.092
N -4.162 1.240 1.100
C -3.112 1.976 1.582
C -3.466 3.057 2.412
C -2.513 3.926 2.879
C -1.193 3.702 2.492
C -0.913 2.610 1.710
N -1.827 1.723 1.258
C -4.268 0.334 0.063
C -5.612 0.366 -0.504
C -6.057 -0.126 -1.665
C -5.202 -1.015 -2.515
C -3.316 -1.316 -1.377
N -3.222 -0.352 -0.307
H -5.060 1.585 1.419
H -4.503 3.197 2.673
H -2.782 4.763 3.502
H -0.402 4.359 2.812
H 0.097 2.384 1.401
H -6.313 0.965 0.060
H -7.065 0.065 -1.991
H -5.788 -1.582 -3.246
H -2.636 -2.145 -1.155
Br -2.120 -4.046 5.462
C -1.731 -2.926 3.979
C -1.783 -3.442 2.693
C -1.545 -2.601 1.617
C -1.268 -1.248 1.803
C -1.174 -0.768 3.109
C -1.405 -1.595 4.193
H -2.011 -4.484 2.533
H -1.556 -3.032 0.624
H -0.923 0.266 3.299
H -1.347 -1.207 5.197
O -2.406 -1.601 -7.394
N -1.315 -1.895 -6.959
O -0.361 -2.236 -7.619
C -1.144 -1.826 -5.529
C -0.053 -2.413 -4.909
C 0.069 -2.349 -3.531
C -0.817 -1.586 -2.714
O -0.560 -1.290 -1.491
C -1.999 -1.157 -3.400
C -2.146 -1.237 -4.762
N -2.959 -0.571 -2.577
O -4.534 -1.911 -1.668
O -4.200 -0.265 -3.188
N 1.057 -3.164 -2.893
O 2.075 -3.412 -3.499
O 0.784 -3.581 -1.788
H 0.684 -2.954 -5.483
H -3.040 -0.860 -5.234
C 2.521 3.534 0.463
C 2.703 2.259 -0.365
C 4.154 2.236 -0.837
C 1.726 2.341 -1.539
P 2.233 0.665 0.635
N 0.656 0.509 0.494
C 3.004 -0.941 -0.113
C 2.748 -0.845 -1.615
C 4.486 -1.165 0.159
C 2.194 -2.120 0.423
C 2.768 0.841 2.485
C 4.234 1.252 2.607
C 2.538 -0.512 3.156
C 1.897 1.842 3.244
H 2.735 4.387 -0.181
H 3.215 3.585 1.296
H 1.501 3.654 0.817
H 4.368 3.169 -1.356
H 4.363 1.429 -1.529
H 4.837 2.164 0.005
H 1.788 3.324 -2.001
H 0.701 2.197 -1.187
H 1.932 1.599 -2.301
H 3.309 -0.046 -2.087
H 1.683 -0.691 -1.783
H 3.059 -1.770 -2.096
H 5.105 -0.339 -0.180
H 4.799 -2.053 -0.392
H 4.683 -1.354 1.211
H 1.128 -1.897 0.403
H 2.480 -2.410 1.426
H 2.352 -2.986 -0.215
H 4.874 0.702 1.927
H 4.576 1.045 3.620
H 4.372 2.314 2.432
H 3.325 -1.221 2.924
H 1.573 -0.918 2.863
H 2.532 -0.380 4.237
H 1.904 2.836 2.815
H 2.286 1.929 4.259
H 0.874 1.484 3.312
*
```

Entry 4:
C5H5N | wB97M-V/def2-TZVPD

Calculated values
Energy relative to the best compared isomer or geometry (same formula, charge and spin) = 166.5 kcal per mole
HOMO energy (spin up / spin down) = -8.6 / -8.6 eV

The geometry in ORCA input format:
```
! wB97M-V def2-TZVPD RIJCOSX def2/J DEFGRID3
* xyz 0 1
C -0.090 -0.669 0.346
C -0.965 -0.065 -0.634
C -0.981 -0.073 -1.946
N -0.168 -1.824 0.869
C 0.431 0.577 1.039
C 1.419 1.105 1.561
H 0.518 -1.954 1.610
H -0.529 1.190 0.288
H -0.209 -0.582 -2.523
H -1.647 0.575 -2.507
H 2.222 1.721 1.896
*
```

Entry 5:
C5H8O | wB97M-V/def2-TZVPD

Calculated values
Energy relative to the best compared isomer or geometry (same formula, charge and spin) = 44.6 kcal per mole
HOMO energy = -9.6 eV
SMILES string = CC#CCCO

The geometry in ORCA input format:
```
! wB97M-V def2-TZVPD RIJCOSX def2/J DEFGRID3
* xyz 0 1
C 2.737 0.393 -0.186
C 1.363 -0.115 -0.259
C 0.219 -0.474 -0.402
C -1.215 -0.734 -0.588
C -2.053 -0.099 0.538
O -1.591 1.172 0.913
H 2.763 1.368 0.314
H 3.409 -0.285 0.353
H 3.135 0.537 -1.197
H -1.502 -0.293 -1.551
H -1.437 -1.807 -0.642
H -3.081 0.042 0.190
H -2.099 -0.783 1.399
H -0.648 1.077 1.117
*
```

Entry 6:
C22H43MnN2OP3 | wB97M-V/def2-TZVPD

Calculated values
Expectation value of S² = 6.331
Energy relative to the best compared isomer or geometry (same formula, charge and spin) = 0.0 kcal per mole
HOMO energy (spin up / spin down) = -15.9 / -15.8 eV

The geometry in ORCA input format:
```
! wB97M-V def2-TZVPD RIJCOSX def2/J DEFGRID3
* xyz 3 5
Mn -0.156 -0.042 -1.171
P 0.604 -2.091 -2.229
P 2.059 -0.155 0.204
P -2.665 0.132 -1.137
H 2.161 1.838 -1.947
C 1.104 2.065 -2.124
C 0.260 2.462 -1.095
H 0.665 2.793 -0.135
C 1.819 -1.790 -3.559
C 1.346 -3.419 -1.225
C -0.813 -2.823 -3.100
C 2.440 1.302 1.253
C 2.293 -1.490 1.450
C 3.640 -0.341 -0.704
C -3.201 1.598 -0.188
C -3.540 -1.259 -0.334
C -3.648 0.296 -2.669
H 0.852 2.339 -3.152
H -0.750 2.823 -1.327
H 1.781 -2.642 -4.251
H 2.830 -1.683 -3.150
H 1.565 -0.873 -4.102
H 1.271 -4.356 -1.796
H 0.805 -3.531 -0.274
H 2.405 -3.202 -1.029
H -0.506 -3.785 -3.527
H -1.130 -2.138 -3.898
H -1.652 -2.976 -2.407
H 3.404 1.149 1.756
H 1.659 1.440 2.009
H 2.498 2.206 0.639
H 3.356 -1.767 1.492
H 1.706 -2.377 1.192
H 1.979 -1.149 2.445
H 4.466 -0.094 -0.021
H 3.681 0.330 -1.569
H 3.762 -1.375 -1.051
H -4.286 1.726 -0.277
H -2.706 2.490 -0.589
H -2.930 1.493 0.867
H -4.625 -1.109 -0.424
H -3.276 -1.323 0.728
H -3.273 -2.198 -0.841
H -4.596 0.807 -2.447
H -3.867 -0.705 -3.061
H -3.080 0.860 -3.423
C -0.628 0.856 -4.975
C 0.203 0.291 -5.951
C 0.162 0.775 -7.260
C -0.678 1.843 -7.600
C -1.500 2.402 -6.618
C -1.435 1.963 -5.287
O -0.783 0.152 -3.783
H -0.274 0.562 -2.909
H 0.825 -0.566 -5.707
H 0.767 0.275 -8.017
H -0.706 2.208 -8.637
H -2.222 3.169 -6.907
H -2.034 2.453 -4.523
N -0.838 -2.685 1.335
C -0.935 -1.505 2.034
C -1.111 -1.559 3.426
C -1.138 -0.364 4.140
C -1.014 0.833 3.428
C -0.814 0.803 2.055
N -0.773 -0.357 1.339
H -1.112 -2.683 0.360
H -1.071 -3.540 1.828
H -1.191 -2.539 3.905
H -1.241 -0.356 5.220
H -1.050 1.805 3.923
H -0.680 1.733 1.501
*
```